One molecule with the formula C19H25NO2 at a distorted geometry, computed with ωB97M-V/def2-TZVPD.

Total energy   -944.1982 Ha
LUMO   0.67 eV
Multiplicity   1
HOMO-LUMO gap   10.0 eV

Geometry (Å):
C 0.479 2.938 -1.320
C -0.744 -2.581 1.177
H -0.898 -3.064 -0.954
C -0.662 -3.485 2.426
C -2.083 -1.866 1.209
C -4.499 -0.571 1.548
H 2.047 -0.591 -1.190
H -1.341 -4.397 0.113
C 0.397 -1.443 1.039
H -0.990 1.314 -1.095
C 0.825 0.796 -0.170
H 2.132 4.342 -1.074
H 4.085 1.262 -1.351
O 1.482 -1.590 1.665
H 1.752 1.684 1.683
H -0.197 3.770 -1.675
H 0.186 -4.226 2.350
H -0.342 -2.867 3.267
H 0.509 -0.307 -2.017
C 1.404 0.172 -1.419
C -4.385 -1.558 0.618
H 1.175 4.111 0.334
H -3.176 -3.144 -0.215
H 0.199 1.922 -3.284
C 0.994 2.284 -2.576
C 2.012 1.360 0.630
N -3.494 -0.193 2.367
C -0.643 -3.585 0.007
C -3.155 -2.242 0.439
C 2.091 1.237 -2.283
H 0.356 -4.082 0.009
C -2.274 -0.846 2.207
O -0.035 -0.234 0.388
C 3.269 1.894 -1.525
H -5.472 -0.119 1.605
H -1.356 -0.542 2.707
C -0.189 1.834 -0.548
H -5.298 -1.809 0.198
H 3.710 2.738 -2.159
H -1.648 -3.919 2.532
C 1.648 3.553 -0.539
H 2.473 0.778 -3.230
H 1.526 3.061 -3.162
C 2.642 2.452 -0.163
H 2.665 0.495 0.796
H 3.413 3.017 0.283
H -0.591 2.247 0.350

Löwdin atomic charge list, values in e, 5 entries:
1. C -0.303
2. C -0.408
3. H 0.102
4. C -0.031
5. C -0.194



C19H26ClN5O6OsS as an isolated structure, computed with ωB97M-V/def2-TZVPD.

Total charge   +2
Total energy   -2413.3604 Ha
LUMO (spin up / spin down)   -5.56 / -8.18 eV
Multiplicity   5
HOMO-LUMO gap (spin up / spin down)   9.2 / 6.6 eV

Geometry (Å):
C 0.722 1.783 1.331
C 0.132 0.570 2.021
N 0.258 -2.723 -0.383
N -1.669 0.793 -0.745
H 1.715 1.968 1.743
O -2.436 1.515 1.593
H 1.412 -5.969 -2.399
H -5.747 1.743 0.785
C 4.561 -0.988 -1.504
H 1.672 -6.701 -0.812
O 1.980 -0.631 -0.626
H 4.963 -1.049 -2.514
S -2.856 0.761 0.442
H -0.740 2.527 3.883
C 1.316 -4.452 0.515
H 1.809 2.185 -1.694
C 2.008 1.753 -0.713
H 5.082 1.365 -2.699
H -5.743 4.333 -2.642
O -0.144 -0.491 1.354
H 1.113 -2.553 1.599
H 1.864 -5.151 1.126
C 4.738 1.471 -1.671
C -3.959 3.179 -2.385
C -3.991 1.734 -0.467
C 2.659 0.387 -0.890
N 3.909 0.313 -1.321
C 0.999 -6.094 -1.403
C -0.804 -0.501 3.966
H 1.030 2.327 3.860
H 5.609 1.516 -1.017
H 0.035 -6.589 -1.466
O -3.130 -0.641 0.633
C -5.877 3.076 -0.909
H -1.860 -0.244 4.057
N 0.855 -4.783 -0.749
H 0.086 2.639 1.554
Os -0.419 -0.762 -0.639
H 5.381 -1.091 -0.793
H -0.380 -0.646 4.956
H -3.451 3.567 -3.259
C -5.254 2.141 -0.093
H 3.844 -1.785 -1.346
H -6.875 3.409 -0.659
H 0.080 1.581 5.133
C 0.084 1.840 4.081
O -1.258 1.905 -2.736
Cl -0.523 -1.056 -2.792
O 0.760 1.597 -0.067
C -3.340 2.238 -1.589
C -5.237 3.593 -2.034
C -1.979 1.684 -1.806
H -0.712 -1.413 3.393
C 0.233 -3.731 -1.259
C 0.949 -3.174 0.738
H 2.654 2.430 -0.157
H -0.237 -3.711 -2.229
H 4.192 2.406 -1.595
N -0.086 0.601 3.301

Löwdin atomic charge list, values in e, 5 entries:
1. C -0.079
2. C -0.370
3. N -0.168
4. N -0.305
5. H 0.152



C19H26FeN2 as an isolated structure at a distorted geometry, computed with ωB97M-V/def2-TZVPD.

Total energy   -2112.6129 Ha
LUMO (spin up / spin down)   0.50 / 0.52 eV
Multiplicity   5
HOMO-LUMO gap (spin up / spin down)   4.6 / 7.0 eV

Geometry (Å):
H 2.291 -2.095 1.468
C 3.098 0.129 -2.137
C 1.596 3.930 3.414
H -0.554 -2.059 1.418
H 0.488 4.401 0.176
H 2.220 3.200 3.940
H -2.324 1.653 2.175
H 2.858 0.096 -4.291
C 1.412 3.548 1.943
Fe 0.334 -0.499 1.033
H 0.375 -3.207 2.212
H -0.265 -1.919 3.202
H -4.836 -0.526 -1.123
C -3.324 -0.495 -2.688
H 1.800 -0.417 2.014
C 0.389 -0.369 -1.986
C 2.443 -0.021 -0.913
H 3.406 2.694 1.738
C 1.003 -0.260 -3.250
C -1.058 -0.480 -1.835
C -1.957 -0.492 -2.926
H 3.299 4.419 1.314
C 2.376 -0.004 -3.325
N 1.120 -0.312 -0.828
H 0.386 -0.347 -4.141
C -3.779 -0.521 -1.367
H 2.077 4.913 3.486
H 2.964 0.084 0.042
H -1.546 -0.478 -3.931
C -2.839 -0.550 -0.324
C 1.642 -1.523 2.131
N -1.523 -0.524 -0.560
C 0.697 2.245 1.809
H -1.741 -0.010 2.394
H 0.630 3.986 3.928
H 2.664 3.186 0.199
C -1.494 1.052 2.573
H 4.170 0.333 -2.132
H -0.434 4.653 1.678
H -3.159 -0.592 0.717
H 2.046 -1.652 3.141
H -1.467 1.211 3.663
C 0.574 4.623 1.246
C 2.775 3.453 1.259
C 0.207 -2.128 2.236
H -4.028 -0.486 -3.525
H 1.028 5.617 1.360
C -0.192 1.370 1.943

Löwdin atomic charge list, values in e, 5 entries:
1. H 0.088
2. C -0.114
3. C -0.051
4. H 0.073
5. H 0.093



One molecule with the formula C19H26N2O3, computed with ωB97M-V/def2-TZVPD.

Total energy   -1074.8918 Ha
LUMO   0.25 eV
Multiplicity   1
HOMO-LUMO gap   8.8 eV

Geometry (Å):
H 1.520 1.241 3.834
H -2.782 -0.875 -0.708
H -3.452 -3.050 0.094
C -3.013 -0.983 0.359
H -1.879 5.476 -0.775
C -2.859 -2.443 0.778
C 0.674 -0.947 -1.755
O -2.112 -0.197 1.121
H 2.652 -0.606 -2.496
C 2.194 -0.987 -1.581
C -0.880 1.773 1.497
H -0.143 5.327 -0.421
C -2.666 1.782 -0.130
H 2.815 -2.977 -3.362
C 4.253 -2.296 -1.040
O -3.076 3.800 -1.252
C 2.747 -2.386 -1.283
H 1.971 3.615 3.322
C 2.451 -3.367 -2.414
H 0.357 0.085 -1.944
C -0.099 1.110 2.448
C -1.397 -2.908 0.741
H 0.634 4.808 1.685
H 2.271 -2.759 -0.369
H -3.247 -2.576 1.789
O -0.941 -3.244 -1.599
N -1.391 3.785 0.271
H -1.369 -3.990 0.873
H 2.946 -4.317 -2.222
H -4.044 -0.647 0.531
H -1.285 5.794 0.871
C 0.415 3.773 1.883
C 0.921 1.759 3.102
H 0.096 -0.936 0.268
C -0.763 -2.574 -0.602
H 4.656 -3.273 -0.781
C -0.629 3.129 1.202
C -2.427 3.171 -0.432
H -0.324 0.077 2.666
C 1.173 3.097 2.812
H 4.759 -1.944 -1.936
C -1.945 1.100 0.791
H 1.385 -3.557 -2.497
H 4.476 -1.608 -0.228
H 0.364 -1.569 -2.596
N -0.016 -1.450 -0.591
H -0.840 -2.437 1.551
H 2.471 -0.315 -0.764
H -3.472 1.335 -0.688
C -1.148 5.182 -0.021

Löwdin atomic charge list, values in e, 5 entries:
1. H 0.103
2. H 0.134
3. H 0.124
4. C -0.184
5. H 0.088



One molecule with the formula C19H26N2O3S, computed with ωB97M-V/def2-TZVPD.

Total energy   -1472.9953 Ha
LUMO   0.73 eV
Multiplicity   1
HOMO-LUMO gap   8.9 eV

Geometry (Å):
C -5.322 2.222 -0.882
C 5.566 -0.488 2.223
H 5.139 1.096 -0.890
H 6.562 -0.588 1.781
C -4.042 -1.527 -2.244
C -2.065 -2.685 -2.488
H -5.455 -0.986 0.004
H 5.932 1.517 2.914
C 4.417 0.512 -1.472
C 2.619 0.241 0.134
H 4.652 -0.551 -1.355
C -3.384 -2.649 -2.797
C 1.336 -0.785 2.382
H 4.230 1.961 -3.049
H 6.281 0.258 4.108
O 4.746 -0.119 1.132
H -1.076 1.241 0.185
C 0.574 -0.297 1.329
C 3.384 -0.211 1.230
H -4.745 2.760 -1.633
H 3.768 0.324 -3.515
H -1.330 -3.414 -2.763
H 4.608 0.711 3.754
C 1.232 0.195 0.209
C -5.802 0.044 -0.017
C 2.715 -0.733 2.332
C -3.220 -0.734 -1.506
H -3.878 -3.392 -3.399
O 3.096 0.773 -1.025
H -3.404 1.480 1.141
C -0.908 -0.374 1.438
H -6.379 2.320 -1.126
C -3.549 0.556 -0.810
C -3.022 0.577 0.648
S -1.599 -1.352 -1.507
H 5.269 -1.465 2.621
H -3.035 1.365 -1.352
H -5.806 0.437 1.009
N -4.974 0.819 -0.919
H -5.153 2.692 0.099
H -6.826 0.060 -0.391
H 0.696 0.528 -0.666
H 3.272 -1.108 3.175
H -3.367 -0.302 1.197
H 0.833 -1.197 3.243
N -1.587 0.552 0.712
C 5.595 0.568 3.324
H -5.082 -1.310 -2.398
O -1.473 -1.188 2.143
C 4.480 0.909 -2.939
H 5.480 0.738 -3.325

Löwdin atomic charge list, values in e, 5 entries:
1. C -0.097
2. C -0.239
3. H 0.120
4. H 0.126
5. C -0.132



C19H26N2O4S6W as an isolated structure at a distorted geometry, computed with ωB97M-V/def2-TZVPD.

Total charge   -2
Total energy   -3606.2770 Ha
LUMO (spin up / spin down)   3.81 / 3.81 eV
Multiplicity   1
HOMO-LUMO gap (spin up / spin down)   3.5 / 3.5 eV

Geometry (Å):
C 3.200 4.058 1.472
S -1.325 5.360 -0.011
C -2.700 0.847 1.551
C -0.068 -4.579 -3.899
H -2.667 2.223 -0.117
N -1.339 1.057 1.828
H 0.530 -0.670 0.895
H -2.114 -4.389 -3.259
C 1.586 -3.865 -2.284
H -1.529 -3.465 -1.025
C -1.070 6.720 1.089
O -0.038 -3.320 1.174
C -3.491 0.659 2.863
C -0.418 -5.170 -5.235
C 3.279 0.643 0.438
H 2.883 4.669 0.635
H -2.386 -1.268 1.180
H 1.418 -1.166 -1.909
H 0.415 -5.072 -5.928
C -1.079 -4.245 -2.979
H -3.431 1.561 3.468
H 3.305 -1.418 -0.139
S -0.064 6.284 2.472
C 2.982 -0.472 -0.585
W 0.425 1.179 1.843
C 0.520 4.768 1.784
N 0.667 -1.253 -0.006
H -0.058 0.818 4.591
S 0.360 2.892 -0.211
C -0.771 -3.729 -1.745
H -4.296 1.887 0.497
H -3.902 -0.634 0.500
H -1.289 -4.675 -5.662
H -3.202 2.959 1.395
O 2.322 -3.184 0.509
C -2.850 -0.420 0.682
H -3.057 -0.165 3.425
H 3.495 3.068 1.138
S 1.797 3.917 2.651
H 3.597 -0.283 -1.467
H -4.537 0.443 2.645
C -3.259 2.062 0.781
H 2.612 -3.716 -1.980
H -0.657 -6.233 -5.143
C 1.268 -4.372 -3.521
C 0.693 0.947 3.807
H 1.670 1.136 4.272
O 2.358 0.911 1.274
H -2.348 -0.273 -0.271
S -1.906 8.149 0.987
C 1.504 -0.587 -0.980
S 0.937 -2.876 0.207
H 4.025 4.531 1.998
C 0.566 -3.550 -1.378
C -0.078 4.309 0.660
H 2.057 -4.613 -4.223
O 4.376 1.195 0.413
H 1.082 0.411 -1.167

Löwdin atomic charge list, values in e, 5 entries:
1. C -0.350
2. S 0.857
3. C -0.737
4. C -0.274
5. H 0.049



C19H26N3O4PtSi2 as an isolated structure, computed with ωB97M-V/def2-TZVPD.

Total charge   -1
Total energy   -1903.2017 Ha
LUMO (spin up / spin down)   2.35 / 1.95 eV
Multiplicity   3
HOMO-LUMO gap (spin up / spin down)   6.2 / 6.3 eV

Geometry (Å):
H -1.958 1.905 1.014
C -2.375 4.456 -2.575
H 2.377 -0.213 -2.440
C 0.011 3.426 -1.505
H -1.714 2.624 2.618
H 0.892 -4.847 -2.131
C -1.131 2.557 -1.635
H -3.177 2.503 -2.292
N -1.291 6.655 -2.833
H -3.344 0.411 3.887
C 1.004 -3.949 -2.741
C 0.977 -4.154 0.859
N 0.798 -2.068 -0.424
O 1.622 1.928 -0.542
C -1.239 5.273 -2.431
H 3.975 -2.159 -0.718
H -3.560 -0.352 2.306
C -0.078 4.755 -1.904
H 2.046 3.845 -0.944
H 0.001 -0.545 4.752
C 3.513 -2.999 -1.242
C -2.317 3.152 -2.192
H 3.531 -3.859 -0.572
C 0.723 -4.829 2.034
Si -1.180 0.222 2.665
C -0.131 -2.153 1.750
H -3.281 4.875 -2.988
H 4.133 -3.235 -2.112
H 1.042 -5.859 2.142
O -0.291 7.346 -2.692
Pt -0.084 -0.273 -0.486
C 1.303 3.017 -0.963
C 0.572 -2.815 0.685
C -0.102 0.391 4.200
H 1.491 -4.666 0.056
H -0.149 -4.713 4.003
C 0.052 -4.184 3.079
H -0.518 1.140 4.879
C -2.911 -0.306 3.184
H -2.922 -1.290 3.656
H 0.011 -3.661 -3.091
N -0.490 -0.875 1.519
Si 1.779 -2.526 -1.789
H 0.971 -0.765 -3.349
H 1.610 -4.206 -3.614
H -0.887 -2.401 3.761
C -1.308 1.915 1.890
C 1.941 -1.073 -2.953
O -1.185 1.334 -1.313
C -0.363 -2.877 2.942
H 0.789 5.395 -1.798
H 0.900 0.718 3.912
O -2.339 7.083 -3.298
H -0.326 2.270 1.570
H 2.587 -1.343 -3.795

Löwdin atomic charge list, values in e, 5 entries:
1. H 0.018
2. C -0.009
3. H 0.016
4. C -0.116
5. H 0.031



An isolated ion of composition C19H26N5 and charge +1, computed with ωB97M-V/def2-TZVPD.

Total charge   +1
Total energy   -1013.2094 Ha
LUMO   -2.23 eV
Multiplicity   1
HOMO-LUMO gap   8.8 eV

Geometry (Å):
H 2.176 -2.305 -0.534
H 1.931 -3.011 1.068
H -2.482 -2.376 -0.480
C 1.278 0.754 2.317
H -0.030 -0.803 -0.935
H -0.521 -0.173 -3.059
H 2.447 2.186 -1.300
C 0.272 3.615 -1.200
H 0.063 -3.673 -0.415
N -0.540 -1.718 -0.949
H 1.183 4.187 -1.133
C -0.838 -1.166 -3.371
C -2.041 -0.616 0.711
C -0.962 4.219 -1.033
H -1.033 5.277 -0.832
H -3.074 -0.320 0.866
H 1.784 1.447 -2.780
C 0.976 0.643 4.661
H 2.419 -0.320 -1.461
H 1.355 -2.499 3.404
H -0.381 -1.395 -4.329
N 1.404 1.257 1.038
C -1.949 2.086 -1.375
C -2.104 3.438 -1.131
C 1.539 -2.281 0.355
H -2.813 1.440 -1.460
C 1.377 -0.654 2.284
C 1.639 1.566 -1.702
H -2.385 -0.850 -1.383
H 0.988 -1.309 5.534
C 1.077 1.414 3.520
H -1.441 0.287 0.635
C 1.072 -0.747 4.618
H 1.009 2.489 3.549
C 1.579 0.226 0.278
H -1.727 -1.168 1.593
C -1.948 -1.428 -0.571
C 0.321 2.250 -1.453
N 1.582 -0.979 0.951
N -0.770 1.494 -1.528
H 0.636 -2.464 -2.503
H -3.087 3.864 -1.018
H -1.914 -1.157 -3.519
C -0.413 -2.208 -2.347
H -1.009 -3.119 -2.450
C 0.095 -2.667 0.007
H -0.480 -2.668 0.933
N 1.641 0.230 -1.110
H 0.822 1.125 5.614
C 1.274 -1.422 3.428

Löwdin atomic charge list, values in e, 5 entries:
1. H 0.126
2. H 0.141
3. H 0.144
4. C -0.214
5. H 0.119



One molecule with the formula C19H26O3 at a distorted geometry, computed with ωB97M-V/def2-TZVPD.

Total energy   -965.2051 Ha
LUMO   0.42 eV
Multiplicity   1
HOMO-LUMO gap   9.8 eV

Geometry (Å):
C -1.577 0.537 1.032
C 0.449 4.761 0.574
H 1.052 -5.802 1.633
H -2.818 2.219 0.384
C 1.359 4.331 -0.562
C 1.568 -0.820 0.890
H -2.148 2.585 -1.824
H -2.330 -0.106 1.290
O 0.069 -4.318 0.781
H 2.701 -2.388 -0.762
O 1.768 -3.247 1.949
H -2.299 -2.115 -1.393
C 0.094 -5.382 1.687
C -0.407 3.832 1.144
H -0.680 -6.144 1.664
H -0.876 4.080 2.130
C 1.147 3.136 -1.236
H -1.158 -3.515 -1.067
C 0.869 -2.006 0.162
H -2.148 2.275 1.988
C 1.642 -2.199 -1.136
H -1.017 3.448 -2.761
H 2.222 1.026 -0.158
O 0.583 5.901 0.888
H 1.619 -1.260 -1.660
C -1.016 -0.116 -0.315
C -0.629 -1.606 -0.093
C -1.123 2.545 -2.089
C -0.179 2.349 -0.908
H 0.160 -4.952 2.689
H 1.242 -3.038 -1.689
H -0.949 0.301 1.965
H -1.005 1.851 -2.933
H 2.541 -1.097 1.030
H 0.957 -0.800 1.849
C 1.331 0.646 0.288
C -0.866 2.763 0.428
H -1.738 -0.046 -1.048
H 2.258 4.898 -0.754
H 1.163 1.347 1.045
C -1.944 1.931 0.975
H -1.168 -1.896 0.753
H -0.774 -2.222 -2.239
H 0.503 0.453 -1.734
C -1.279 -2.453 -1.246
H 1.823 2.760 -1.985
C 0.852 -3.241 1.111
C 0.151 0.792 -0.739

Löwdin atomic charge list, values in e, 5 entries:
1. C -0.135
2. C -0.466
3. H 0.076
4. H 0.139
5. C 0.035